This record from the Open Molecules 2025 dataset describes C3H5LuO4 as an isolated structure in a non-equilibrium geometry. The level of theory is the ωB97M-V functional and the def2-TZVPD basis.

Last column: natural (NBO) charge in e.
Cartesian coordinates (Å):
1 Lu 0.262 -0.928 1.895  2.5096
2 O -3.847 -0.597 0.741  -0.2832
3 O -1.975 -0.571 2.086  -0.7385
4 O -0.504 -1.497 -0.016  -0.9131
5 O 0.898 0.224 0.086  -0.6963
6 C 0.155 -0.627 -0.833  0.2259
7 C -2.800 -0.706 1.226  1.1020
8 C 1.713 1.244 -0.463  -0.2808
9 H 2.713 0.839 -0.671  0.2253
10 H 1.284 1.631 -1.397  0.2366
11 H 1.757 2.067 0.258  0.2252
12 H -0.535 0.028 -1.397  0.1899
13 H 0.879 -1.108 -1.514  0.1973

Atomic forces in eV per Å
Lu -1.62 -0.02 -3.66
O 3.17 -1.01 0.01
O 1.79 -0.66 -0.27
O 0.87 0.02 2.78
O -0.65 -0.92 2.01
C -0.08 0.09 -1.47
C -4.40 1.64 0.58
C 1.18 1.31 -0.63
H -0.27 0.18 0.09
H -0.06 -0.25 0.31
H 0.11 -0.23 -0.20
H 0.25 -0.24 0.18
H -0.29 0.10 0.27

Calculated values
Orbital gap = 8.3 eV
Net charge = +2
HOMO energy = -19.07 eV